w.
Molecular formula: C5H6O
Method: DFT, ωB97M-V/def2-TZVPD

The geometry in XYZ format:
```
12
Properties=species:S:1:pos:R:3:nbo_charge:R:1
C -2.668 -0.134 0.095 -0.688
C -1.225 0.092 -0.003 0.049
C -0.037 0.275 -0.107 -0.077
C 1.375 0.523 -0.327 -0.011
C 2.432 -0.301 0.274 -0.092
O 2.081 -0.453 -1.088 -0.469
H -3.029 -0.679 -0.784 0.239
H -2.923 -0.718 0.984 0.236
H -3.208 0.817 0.145 0.237
H 1.633 1.553 -0.571 0.205
H 2.157 -1.121 0.937 0.188
H 3.411 0.146 0.446 0.183
```

Results
HOMO energy, eV: -9.5
Molecular weight, g/mol: 82.102

***

x.
Molecular formula: C5H6O
Method: DFT, ωB97M-V/def2-TZVPD

The geometry in XYZ format:
```
12
Properties=species:S:1:pos:R:3:nbo_charge:R:1
C 1.075 0.988 0.272 -0.720
C -0.101 0.276 0.908 0.602
O -1.038 0.841 1.419 -0.545
C -1.100 -0.562 -1.384 -0.445
C -0.603 -1.294 -0.411 0.096
C -0.051 -1.269 0.769 -0.394
H 0.809 1.960 -0.149 0.234
H 1.572 0.373 -0.483 0.225
H 1.771 1.145 1.099 0.240
H -0.493 -0.253 -2.227 0.222
H -2.112 -0.174 -1.293 0.233
H 0.271 -2.029 1.480 0.252
```

Results
HOMO energy, eV: -9.4
Molecular weight, g/mol: 82.102

***

y.
Molecular formula: C5H6O
Method: DFT, ωB97M-V/def2-TZVPD

The geometry in XYZ format:
```
12
Properties=species:S:1:pos:R:3:nbo_charge:R:1
C -2.256 -0.147 -1.192 -0.194
C -1.220 -0.237 -0.570 -0.058
C 1.156 -0.639 -1.009 -0.361
C 0.194 -0.310 -0.238 -0.098
C 0.226 0.320 1.212 -0.073
O 0.178 1.725 1.091 -0.712
H -3.256 -0.155 -1.576 0.237
H 2.198 -0.516 -0.685 0.210
H 0.876 -0.993 -1.988 0.218
H 1.118 0.135 1.773 0.168
H -0.684 0.044 1.710 0.195
H 0.898 2.025 0.397 0.467
```

Results
HOMO energy, eV: -9.6
Molecular weight, g/mol: 82.102

***

Result of the stability comparison: x is the most stable of them.

***

w.
Molecular formula: C7H11N
Method: DFT, ωB97M-V/def2-TZVPD

The geometry in XYZ format:
```
19
Properties=species:S:1:pos:R:3:nbo_charge:R:1
C -1.136 2.845 -1.947 -0.563
C -0.907 1.913 -1.024 0.027
N -0.462 1.997 0.270 -0.607
C -0.168 0.875 1.119 -0.237
C 1.607 -3.553 0.547 -0.386
C 0.630 -2.684 0.321 -0.214
C 0.722 -1.228 0.192 -0.207
C -0.354 -0.496 0.521 -0.160
H -0.977 3.906 -2.092 0.203
H -1.665 2.497 -2.810 0.197
H -1.239 0.915 -1.278 0.189
H -0.144 2.910 0.548 0.386
H 0.871 0.871 1.465 0.183
H -0.681 0.937 2.086 0.198
H 2.599 -3.353 0.923 0.191
H 1.398 -4.618 0.607 0.196
H -0.301 -3.142 0.003 0.201
H 1.706 -0.775 0.276 0.200
H -1.341 -0.887 0.325 0.203
```

Results
HOMO energy, eV: -7.8
Molecular weight, g/mol: 109.172

***

x.
Molecular formula: C7H11N
Method: DFT, ωB97M-V/def2-TZVPD

The geometry in XYZ format:
```
19
Properties=species:S:1:pos:R:3:nbo_charge:R:1
C -0.960 1.425 0.301 -0.223
C 1.267 0.521 0.050 0.006
C 1.198 -0.577 -1.220 -0.446
C 0.258 -1.449 -0.373 -0.233
C -1.281 -1.168 -0.270 -0.384
C 0.330 -0.502 0.929 -0.210
C -1.078 -0.023 0.854 -0.250
H -1.802 1.840 -0.392 0.192
H -1.160 1.964 1.183 0.179
H 0.525 2.081 -0.930 0.366
H 2.245 0.657 0.383 0.189
H 0.854 -0.139 -2.195 0.197
H 2.210 -0.954 -1.452 0.209
H 0.633 -2.387 -0.177 0.203
H -1.895 -2.030 0.026 0.215
H -1.730 -0.650 -1.092 0.196
H 0.633 -0.935 1.889 0.213
H -1.875 -0.197 1.632 0.219
N 0.422 1.626 -0.071 -0.638
```

Results
HOMO energy, eV: -8.1
Molecular weight, g/mol: 109.172

***

Result of the stability comparison: w is the most stable of them.

***

w.
Molecular formula: C4H5NO3
Method: DFT, ωB97M-V/def2-TZVPD

The geometry in XYZ format:
```
13
Properties=species:S:1:pos:R:3:nbo_charge:R:1
C 1.138 0.772 -0.437 0.141
C 0.770 -0.441 0.007 0.157
C -0.741 0.927 -0.807 0.653
C -0.731 -0.445 -0.214 -0.214
N -1.468 -0.506 1.059 -0.822
O 1.387 -1.600 0.522 -0.683
O -1.335 1.871 -1.150 -0.473
O 2.197 1.575 -0.787 -0.694
H -1.277 -1.179 -0.794 0.221
H 0.700 -1.956 1.115 0.488
H -2.448 -0.590 0.931 0.366
H -1.293 0.414 1.558 0.364
H 3.102 1.159 -1.001 0.496
```

Results
HOMO energy, eV: -8.6
Molecular weight, g/mol: 115.088

***

x.
Molecular formula: C4H5NO3
Method: DFT, ωB97M-V/def2-TZVPD

The geometry in XYZ format:
```
13
Properties=species:S:1:pos:R:3:nbo_charge:R:1
C -0.174 -0.530 0.124 0.032
C 1.294 0.012 -0.005 -0.243
C 1.781 0.725 -1.125 -0.361
C -0.520 -0.842 1.495 0.701
H -1.904 0.567 -2.339 0.480
H 1.976 -0.345 0.623 0.208
H 0.875 1.149 -1.855 0.230
H 2.877 1.119 -1.257 0.224
H -2.065 -0.642 2.719 0.511
N -1.316 -0.009 -0.630 -0.018
O -1.142 0.516 -1.906 -0.525
O -1.760 -1.065 1.513 -0.603
O 0.078 -0.654 2.642 -0.636
```

Results
HOMO energy, eV: -9.4
Molecular weight, g/mol: 115.088

***

y.
Molecular formula: C4H5NO3
Method: DFT, ωB97M-V/def2-TZVPD

The geometry in XYZ format:
```
13
Properties=species:S:1:pos:R:3:nbo_charge:R:1
C -0.043 -2.295 1.326 -0.179
C -0.314 -1.796 0.278 -0.066
C -0.580 -0.770 -0.766 -0.135
O -1.261 0.370 -0.259 -0.519
C -0.547 1.111 0.649 0.958
O -0.608 0.880 1.804 -0.513
O 0.186 2.197 0.236 -0.381
N 1.210 1.871 -0.677 -0.506
H 0.290 -2.686 2.253 0.240
H -1.183 -1.247 -1.536 0.226
H 0.374 -0.508 -1.225 0.189
H 0.850 1.898 -1.625 0.347
H 1.626 0.976 -0.457 0.339
```

Results
HOMO energy, eV: -10.3
Molecular weight, g/mol: 115.088

***

z.
Molecular formula: C4H5NO3
Method: DFT, ωB97M-V/def2-TZVPD

The geometry in XYZ format:
```
13
Properties=species:S:1:pos:R:3:nbo_charge:R:1
C 1.583 -0.222 0.169 0.745
C 0.153 -0.625 -0.037 -0.017
C -0.171 -1.760 -0.673 -0.332
C -0.941 1.630 0.143 0.544
H 0.710 1.296 1.254 0.495
H 0.709 -2.503 -0.960 0.253
H -1.125 -1.963 -1.230 0.208
H -1.956 -0.189 -0.183 0.430
H -2.083 1.885 0.166 0.113
N -1.077 0.321 -0.067 -0.598
O 1.623 0.734 1.280 -0.690
O 2.556 -0.964 -0.293 -0.546
O 0.018 2.360 0.432 -0.606
```

Results
HOMO energy, eV: -10.3
Molecular weight, g/mol: 115.088

***

Result of the stability comparison: z is the most stable of them.

***

w.
Molecular formula: C4H5NO3
Method: DFT, ωB97M-V/def2-TZVPD

The geometry in XYZ format:
```
13
Properties=species:S:1:pos:R:3:nbo_charge:R:1
C 0.116 0.018 -0.157 -0.018
C 0.417 0.458 1.100 -0.269
C 1.470 0.054 1.870 -0.287
C -1.251 0.261 -0.434 0.791
H 0.922 -0.665 -3.010 0.495
H -0.242 1.059 1.640 0.235
H 2.476 -0.355 1.287 0.208
H 1.634 0.302 2.958 0.215
H -2.847 -0.784 -0.705 0.491
N 0.874 -0.327 -1.110 -0.051
O 0.185 -0.240 -2.382 -0.563
O -1.913 -1.229 -0.440 -0.711
O -1.840 1.448 -0.618 -0.535
```

Results
HOMO energy, eV: -9.6
Molecular weight, g/mol: 115.088

***

x.
Molecular formula: C4H5NO3
Method: DFT, ωB97M-V/def2-TZVPD

The geometry in XYZ format:
```
13
Properties=species:S:1:pos:R:3:nbo_charge:R:1
C -0.737 1.779 1.151 -0.277
C 0.488 0.339 -0.179 0.571
C 1.482 -0.646 -0.322 -0.206
C -0.649 -1.314 -1.094 0.836
H -0.712 0.593 1.890 0.176
H -0.652 2.510 2.040 0.210
H -1.686 2.006 0.626 0.209
H 2.545 -0.796 -0.426 0.243
H 1.115 -2.478 -1.136 0.412
N 0.683 -1.599 -1.039 -0.595
O 0.481 1.697 0.250 -0.507
O -1.689 -2.000 -1.209 -0.620
O -0.667 -0.091 -0.550 -0.452
```

Results
HOMO energy, eV: -8.5
Molecular weight, g/mol: 115.088

***

y.
Molecular formula: C4H5NO3
Method: DFT, ωB97M-V/def2-TZVPD

The geometry in XYZ format:
```
13
Properties=species:S:1:pos:R:3:nbo_charge:R:1
C -0.519 0.432 0.712 0.125
C 0.024 0.176 -0.690 -0.545
C 0.910 -1.054 -0.708 0.799
O 1.618 -1.119 -1.844 -0.678
O 0.366 1.225 1.413 -0.685
C -1.931 1.259 0.468 0.121
O 0.999 -1.860 0.178 -0.590
N -2.756 0.969 1.225 -0.272
H 2.147 -1.933 -1.850 0.500
H 0.050 1.369 2.312 0.490
H -0.723 -0.522 1.213 0.225
H 0.595 1.043 -1.021 0.257
H -0.780 0.015 -1.409 0.255
```

Results
HOMO energy, eV: -11.0
Molecular weight, g/mol: 115.088

***

z.
Molecular formula: C4H5NO3
Method: DFT, ωB97M-V/def2-TZVPD

The geometry in XYZ format:
```
13
Properties=species:S:1:pos:R:3:nbo_charge:R:1
C -0.477 0.055 -1.550 0.651
C 1.434 1.070 -1.297 0.713
C 0.373 -0.320 -0.326 0.150
C -0.145 0.102 1.022 -0.659
N 0.376 0.991 -2.144 -0.666
O -1.548 -0.306 -1.934 -0.540
O 2.437 1.678 -1.194 -0.524
O 0.987 -1.556 -0.372 -0.699
H 0.684 0.117 1.724 0.236
H -0.894 -0.612 1.372 0.218
H -0.597 1.090 0.975 0.223
H 0.232 1.520 -3.004 0.415
H 0.331 -2.251 -0.512 0.482
```

Results
HOMO energy, eV: -9.1
Molecular weight, g/mol: 115.088

***

Result of the stability comparison: z is the most stable of them.

***

w.
Molecular formula: C5H4ClN
Method: DFT, ωB97M-V/def2-TZVPD

The geometry in XYZ format:
```
11
Properties=species:S:1:pos:R:3:nbo_charge:R:1
C 1.467 -0.090 -0.854 0.223
C 0.998 -1.418 1.100 -0.322
C -1.053 1.042 1.367 -0.431
C 0.635 -0.560 0.148 -0.156
C -0.918 0.408 0.224 -0.037
N 2.041 0.310 -1.785 -0.276
Cl -1.863 0.300 -1.149 0.095
H 0.308 -1.851 1.956 0.228
H 2.007 -2.043 1.116 0.230
H -1.906 1.695 1.622 0.216
H -0.335 1.177 2.159 0.229
```

Results
HOMO energy, eV: -10.2
Molecular weight, g/mol: 113.547

***

x.
Molecular formula: C5H4ClN
Method: DFT, ωB97M-V/def2-TZVPD

The geometry in XYZ format:
```
11
Properties=species:S:1:pos:R:3:nbo_charge:R:1
C 1.697 -2.216 -0.010 0.253
C -0.435 -0.483 0.113 -0.381
C 0.596 0.276 -0.685 -0.222
C 1.430 0.724 0.396 -0.133
C 0.954 -1.021 0.050 -0.155
N 2.294 -3.207 0.017 -0.297
Cl 3.000 1.395 -0.009 0.012
H -0.978 -0.187 1.057 0.220
H -1.081 -1.029 -0.561 0.227
H 0.811 0.603 -1.777 0.265
H 1.010 0.972 1.295 0.211
```

Results
HOMO energy, eV: -9.4
Molecular weight, g/mol: 113.547

***

y.
Molecular formula: C5H4ClN
Method: DFT, ωB97M-V/def2-TZVPD

The geometry in XYZ format:
```
11
Properties=species:S:1:pos:R:3:nbo_charge:R:1
C 0.953 -1.630 0.020 0.273
C -1.316 -0.210 0.096 -0.374
C -0.377 0.674 -0.663 -0.205
C 0.512 1.024 0.464 -0.112
C 0.184 -0.432 0.183 -0.159
N 1.572 -2.601 -0.020 -0.273
Cl 2.254 1.574 -0.033 -0.102
H -2.099 0.112 0.842 0.227
H -1.658 -1.115 -0.437 0.224
H -0.295 0.899 -1.770 0.261
H 0.269 1.705 1.318 0.241
```

Results
HOMO energy, eV: -10.6
Molecular weight, g/mol: 113.547

***

Result of the stability comparison: y is the most stable of them.

***

w.
Molecular formula: C3H6N2O2S
Method: DFT, ωB97M-V/def2-TZVPD

The geometry in XYZ format:
```
14
Properties=species:S:1:pos:R:3:nbo_charge:R:1
C -1.519 -1.575 0.772 -0.723
C -0.106 -0.921 0.685 0.378
C -0.199 1.805 -1.792 0.226
H -1.352 -2.508 1.261 0.247
H -2.178 -0.780 1.383 0.246
H -2.190 -1.686 -0.213 0.268
H 0.504 -1.325 2.542 0.376
H 2.172 0.286 1.946 0.455
H -0.959 2.501 -2.377 0.131
N 0.799 -1.600 1.576 -0.320
N 0.332 0.058 -0.138 -0.541
O 2.202 -0.989 1.889 -0.574
O 1.041 2.013 -1.795 -0.514
S -1.183 0.641 -0.835 0.346
```

Results
HOMO energy, eV: -9.2
Molecular weight, g/mol: 134.160

***

x.
Molecular formula: C3H6N2O2S
Method: DFT, ωB97M-V/def2-TZVPD

The geometry in XYZ format:
```
14
Properties=species:S:1:pos:R:3:nbo_charge:R:1
C 0.169 0.371 -2.799 -0.255
C 0.070 -0.419 -0.594 0.398
C -0.198 -0.695 1.822 0.192
H -0.591 -0.277 -3.154 0.194
H 1.136 -0.099 -2.928 0.200
H 0.083 1.294 -3.364 0.199
H -0.136 1.092 0.755 0.427
H -0.113 -1.796 1.726 0.230
H -0.374 1.110 4.106 0.487
N 0.070 0.074 0.680 -0.632
N -0.238 -0.305 3.009 -0.169
O -0.112 0.583 -1.458 -0.493
O -0.062 1.066 3.179 -0.584
S 0.296 -2.000 -0.979 -0.195
```

Results
HOMO energy, eV: -9.0
Molecular weight, g/mol: 134.160

***

Result of the stability comparison: x is the most stable of them.